Below is a structure of composition C22H28BrCaN6O4, with properties calculated with ωB97M-V/def2-TZVPD.

Gap between HOMO and LUMO   7.12 eV
Relative energy (zero: lowest compared OMol25 entry of this formula, charge and spin)   0.00 kJ/mol
Spin multiplicity   1
Electronic energy   -4736.2009 Ha
Highest occupied orbital energy   -0.3551 Eh
Strongest force on any atom   0.7 eV Å⁻¹
Total charge   +1

Each line ends with the Mulliken charge.
Cartesian coordinates (Å):
1 Ca -0.95358 -1.15710 0.79784  1.47
2 O 1.08699 -3.63743 4.02828  -0.69
3 C 1.78665 -2.68333 4.67851  0.40
4 C 2.54336 -3.04623 5.78657  -0.55
5 C 3.25981 -2.08943 6.48452  -0.38
6 C 3.21988 -0.75386 6.09953  -0.72
7 C 2.45806 -0.39361 4.99840  -0.35
8 C 1.75248 -1.34536 4.27408  0.03
9 C 0.99483 -0.94842 3.02649  0.66
10 O -0.11037 -1.72035 2.73124  -1.30
11 N 1.98075 -1.04132 1.90299  0.04
12 N 1.54063 -0.98954 0.65763  -0.46
13 C 2.36469 -1.01300 -0.32721  -0.62
14 C 1.95987 -1.04702 -1.71952  0.56
15 Br 0.12338 -1.54236 -2.04315  -0.32
16 C 2.72284 -0.87082 -2.79739  -0.80
17 C 4.12844 -0.43041 -2.75750  0.47
18 C 5.05450 -1.01843 -3.61898  -0.42
19 C 6.38167 -0.62638 -3.59908  -0.51
20 C 6.80173 0.37247 -2.73062  -0.45
21 C 5.88315 0.98337 -1.88802  -0.58
22 C 4.55576 0.58637 -1.90251  -0.39
23 H 0.44542 -3.15663 3.45829  0.33
24 H 2.54921 -4.08554 6.08757  0.43
25 H 3.84202 -2.38408 7.34765  0.38
26 H 3.76825 -0.00600 6.65507  0.40
27 H 2.40918 0.64597 4.69135  0.38
28 H 0.72150 0.11631 3.11905  0.19
29 H 2.97086 -1.05701 2.10366  0.37
30 H 3.43779 -1.05226 -0.14870  0.58
31 H 2.30438 -1.08303 -3.77370  0.39
32 H 4.72944 -1.79667 -4.29902  0.40
33 H 7.09195 -1.09838 -4.26437  0.38
34 H 7.83790 0.68142 -2.72068  0.39
35 H 6.19890 1.77730 -1.22468  0.39
36 H 3.83473 1.08769 -1.26940  0.55
37 N -3.52854 -1.06043 0.54333  -0.72
38 C -3.76498 0.21177 -0.18762  0.76
39 C -5.03687 0.91061 0.31879  -0.91
40 C -5.36917 2.30386 -0.22762  -1.12
41 C -5.60446 2.39856 -1.73224  -0.83
42 N -4.32735 2.30253 -2.42949  -0.07
43 C -4.15379 2.02770 -3.69955  0.74
44 N -5.18001 2.02667 -4.56273  -0.38
45 N -2.92171 1.70849 -4.12195  -0.35
46 C -2.50197 1.07964 -0.02915  0.49
47 O -2.20076 1.83745 -0.97680  -0.88
48 O -1.85669 0.94977 1.04738  -0.95
49 H -4.24882 -1.72704 0.29055  0.26
50 H -3.65204 -0.87481 1.53835  0.32
51 H -3.86940 -0.03777 -1.24521  0.21
52 H -4.93673 1.00265 1.40394  0.46
53 H -5.88283 0.24328 0.12736  0.39
54 H -4.58350 3.01195 0.04974  0.38
55 H -6.28109 2.64197 0.26534  0.41
56 H -6.07703 3.35907 -1.95587  0.53
57 H -6.27702 1.60090 -2.06622  0.47
58 H -3.46513 2.22122 -1.83970  0.31
59 H -6.06147 2.42627 -4.29490  0.22
60 H -5.03442 1.81736 -5.53372  0.21
61 H -2.18236 1.70509 -3.43144  0.19
62 H -2.67895 1.73633 -5.09475  0.21

Atoms 1-6, force components in eV/Å:
0.19 -0.04 0.66
0.02 -0.09 0.06
-0.04 0.01 0.09
0.08 -0.04 0.07
-0.03 0.04 -0.04
-0.02 -0.01 -0.02